Entry 1:
179
Properties=species:S:1:pos:R:3:mulliken_spin:R:1 method="wB97M-V/def2-TZVPD" lumo_ev="-1.9 / -6.1" total_charge=+1 s2=0.7539 spin_multiplicity=2
H -5.11688 1.04580 0.30413 0.00
N 4.52784 2.69133 2.39575 0.00
H -3.27063 -1.78804 5.24566 0.00
H -2.07498 2.50487 2.68375 0.00
H 6.65325 4.41648 1.83176 0.00
O 1.48475 -5.69472 -2.46879 0.00
C -0.78226 2.43412 4.34519 0.00
H -6.05467 0.18079 -2.28360 0.00
H -7.46726 2.07836 2.22033 0.00
H 2.88873 2.59523 -4.99829 0.00
H -5.23222 -3.30282 -1.69525 0.00
C 6.36972 -2.25943 -1.80762 0.00
H 0.64733 3.80046 3.84599 0.00
H -1.42008 0.95902 5.52627 0.00
C -5.21459 -2.56848 -2.50057 0.00
H -7.37811 2.62825 3.87734 0.00
H -0.81417 0.84563 -0.43450 0.01
N 2.53682 -3.74195 -3.17269 0.00
N -1.79771 -6.69012 -0.46692 0.00
C 0.32525 -3.54376 0.07001 0.07
H -3.53257 -4.79009 0.77333 0.00
N 1.15382 -1.39822 5.25603 0.00
H -1.93172 6.26542 -1.34449 0.00
C -4.76404 -3.36823 1.30300 0.00
H 3.62768 2.80602 2.83919 0.00
C 2.47128 -4.95549 -2.62170 0.00
H -4.79504 1.59661 4.89836 0.00
C -3.95387 -0.96558 5.45741 0.00
H -1.06165 -7.33174 -0.72506 0.00
H -0.94972 -5.75562 -4.30362 0.00
O -1.83276 4.54150 3.32051 0.00
N -3.83187 1.93451 -2.44589 0.00
H 2.93676 -3.48424 1.29807 0.00
C -4.50678 -0.44084 4.12187 0.00
H 6.92728 -0.43289 -1.64995 0.00
H -4.28932 -1.66384 0.51508 0.00
H -6.09609 -2.57432 -3.14168 0.00
H 5.11340 3.44130 -4.99855 0.00
H 3.42378 -3.25978 -3.14252 0.00
H -6.15748 0.37646 4.99402 0.00
H -4.82112 -0.28990 -3.47286 0.00
H -0.16586 0.08356 -2.40276 0.02
H 0.27016 -1.65798 -2.31760 0.01
H 2.76298 4.69588 -1.97640 0.00
H 8.30887 -1.64134 -1.63781 0.00
O -5.93224 1.23650 3.16750 0.00
O -5.33756 -3.96936 2.19701 0.00
C -3.88172 0.68616 -1.74506 0.00
H -3.28518 2.43481 -1.75964 0.00
C -1.60257 4.35702 -0.77776 0.00
C 6.66639 2.62063 -3.94059 0.00
H -4.74643 2.36293 -2.45720 0.00
H 6.10980 4.27250 -2.73106 0.00
N 1.74740 -1.32587 0.04129 0.67
H -2.50142 1.85811 -3.69533 0.00
H 2.13648 -1.31259 5.47316 0.00
H 5.31346 -0.59089 -2.26460 0.00
C -0.11306 0.28010 0.17929 0.02
N -1.70310 -5.53352 -3.66863 0.00
H -0.48905 -3.80350 -4.39367 0.00
H -2.35777 0.88744 -5.07394 0.00
C -4.16471 1.03616 -0.22632 0.00
H -3.79005 0.43826 2.53078 0.00
H 4.41621 -4.59004 -2.21068 0.00
N -3.40352 -0.05359 3.32374 0.00
C -0.02147 -1.73387 1.57713 0.04
H 8.40586 3.32802 -3.70931 0.00
H -1.39098 -8.58542 0.56736 0.00
H -0.70043 -2.53086 1.88029 0.00
H -0.76212 2.99040 5.28234 0.00
H -1.90334 -5.83709 -0.99729 0.00
H -2.86472 -0.80502 2.91737 0.00
H 3.83519 -6.16105 -1.69227 0.00
H 0.83919 2.46280 2.73063 0.00
N -1.08258 0.99127 4.57487 0.00
H 1.41718 -0.45350 -2.73499 0.01
H -5.66358 -1.56069 1.63820 0.00
H 1.41614 4.43751 -0.90005 0.00
N -1.36879 4.80931 0.35438 0.00
N -1.02057 -3.59729 -3.55996 0.00
H 5.79815 2.33905 -5.95061 0.00
C 1.06387 -0.23088 -0.68807 0.02
C 0.57574 -0.64184 -2.06821 0.04
C -5.34873 0.80127 4.39941 0.00
H 0.27292 -1.04077 2.36520 -0.02
H 0.75197 -0.64914 4.71061 0.00
N 3.66171 -5.25158 -2.09583 0.00
N -2.32492 -8.29147 0.81525 0.00
C 0.59947 2.71463 3.76369 0.00
H -2.87505 2.94489 3.99375 0.00
C 5.52337 2.43613 -4.90029 0.00
H 0.12482 -4.33035 0.79748 -0.01
H -3.72814 1.98915 0.07252 0.00
N -0.18792 2.55649 -3.53085 0.00
O -3.82713 -6.73641 0.59177 0.00
C 6.30418 3.20663 -2.61174 0.00
C -2.16813 5.39782 4.36711 0.00
H 1.65776 -3.41689 -3.54912 0.00
N -1.81903 5.30849 -1.64727 0.00
O 2.77691 -1.85080 -0.67351 0.10
O 3.08720 5.36043 -0.01790 0.00
H 7.13195 3.16431 -1.90384 0.00
H 1.37883 2.34383 4.42942 0.00
H -2.97538 0.08489 -1.81664 0.00
O -0.01207 1.66618 -5.53667 0.00
H 8.18308 2.83377 -5.25593 0.00
H 2.60037 1.21739 0.06310 -0.02
H 6.96261 1.60260 -3.68769 0.00
H -4.42696 -2.75482 -3.23064 0.00
H -3.63552 -3.35480 -0.20708 0.00
H 4.31463 4.82080 2.45486 0.00
C 4.52387 4.03829 1.72548 0.00
O -5.02784 -1.41525 -1.71433 0.00
C -7.19210 1.77166 3.22945 0.00
N 6.08465 -0.98197 -1.74265 0.00
C 2.07655 0.99566 -0.86671 0.04
H -2.84629 -8.87514 1.45369 0.00
H -1.56713 6.27949 4.14451 0.00
H -3.19893 5.73994 4.27486 0.00
H 3.41914 1.27847 -6.11127 0.00
N -1.88731 1.47272 -4.39850 0.00
C 2.05475 -3.04217 1.76146 0.03
C -0.64852 1.88742 -4.52799 0.00
H 3.53325 3.31707 -0.06621 0.00
H -7.87475 1.03897 3.65986 0.00
H 0.98842 -3.97589 -0.67936 0.00
C -5.04239 -0.20346 -2.40906 0.00
H 1.59279 1.88942 -1.26074 0.00
H 5.84568 5.48796 0.93892 0.00
H 2.87824 0.57704 -1.47511 0.01
C 2.20600 5.14448 -1.15383 0.00
H -2.15839 5.14738 -2.58481 0.00
H 6.05494 3.95453 0.19288 0.00
H -4.72415 -1.33250 6.13574 0.00
O -1.86442 3.18904 -1.03936 0.00
H 2.52817 0.86449 -4.60733 0.00
O 1.87403 -3.41349 5.18949 0.00
C 1.02345 -2.42737 0.77416 -0.01
H -0.97938 -2.15796 4.61617 0.00
C 5.80524 4.41876 1.14695 0.00
H -1.69207 5.76613 0.34583 0.00
C -1.79448 -4.43175 -2.99447 0.00
H 0.17099 0.88223 1.04234 -0.01
H -1.20952 -2.65858 -3.23871 0.00
H -5.07094 -1.17967 3.55269 0.00
O -2.64011 -4.11086 -2.17813 0.00
C -1.89907 3.14221 3.55033 0.00
C 0.93492 -2.61325 5.01210 0.00
C 3.22305 1.56075 -5.07688 0.00
H -2.43845 -6.20251 -3.49027 0.00
H -0.61943 2.42867 -2.62666 0.00
H -1.40248 -1.36646 -0.22420 0.00
N -3.69534 -3.79604 0.69947 0.00
H -3.58616 0.32089 0.35828 0.00
H 7.94569 -3.36106 -1.71704 0.00
H 5.40365 2.87393 -2.09554 0.00
O 5.50958 -3.13470 -1.94347 0.00
H -1.36757 4.20819 1.16602 0.00
C -2.77413 -7.23049 0.27203 0.00
H -0.36999 -3.84888 4.32696 0.00
H 1.80072 6.09753 -1.49376 0.00
C 3.36117 4.10220 0.67004 0.00
H 5.17752 2.74088 3.16747 0.00
H 2.44186 3.67550 1.07115 0.00
H -1.88764 0.89302 3.97295 0.00
C -0.95346 -0.90389 0.65472 -0.04
N 7.64512 -2.39692 -1.73067 0.00
O 4.46660 1.61200 -4.44829 0.00
H 3.49424 -1.37763 -0.24556 0.01
H 2.34732 -2.21697 2.41074 -0.01
H -3.28924 -0.26360 5.96099 0.00
H -0.63695 -3.28630 -0.37270 0.00
N -0.26668 -2.87131 4.55885 0.00
H 0.72962 2.97005 -3.44604 0.00
H -1.89787 -0.63345 1.12699 0.00
H 1.68808 -3.86710 2.37231 0.00
N -4.97318 -2.08938 1.12446 0.00
H -1.88699 4.95688 5.32348 0.00
N 7.76139 3.33471 -4.48695 0.00

---

Entry 2:
16
Properties=species:S:1:pos:R:3:nbo_charge:R:1 method="wB97M-V/def2-TZVPD" lumo_ev="0.0 / -0.5" e_above_lowest_kcal_mol=136.9
H 0.01513 -0.91379 1.50415 0.21
H 1.55430 1.30315 -1.93398 0.20
C -1.54918 -0.09637 0.06030 -0.05
C 0.73196 -0.11800 1.31826 0.15
N -1.00746 0.59365 -2.13990 -0.76
H -3.00100 -0.48304 1.51610 0.20
C -2.56173 -0.74397 0.55737 -0.47
H -0.26654 1.06060 -2.65571 0.32
O 2.03428 -0.46516 1.55972 -0.69
H 2.21728 -1.32928 1.16810 0.48
N 0.68199 0.17879 -0.42139 -0.33
H 2.63362 0.82676 -0.50628 0.20
C 1.66337 0.80293 -0.97966 -0.10
H 0.51427 0.80385 1.84854 0.20
H -2.99314 -1.61986 0.07002 0.20
C -0.66714 0.19973 -0.96563 0.24

---

Entry 3:
29
Properties=species:S:1:pos:R:3:nbo_charge:R:1 method="wB97M-V/def2-TZVPD" lumo_ev=3.0 total_charge=-1 e_above_lowest_kcal_mol=29.0
O -0.17180 -4.43895 -0.43564 -0.98
H 0.39636 -0.83083 -3.10941 0.47
O 1.30352 -1.14217 -3.18281 -0.97
O 2.48886 -0.16555 -0.84496 -1.06
H -1.43897 2.55094 -2.50253 0.47
H -1.05129 -4.14999 -0.68731 0.47
H 1.59205 -1.32530 -2.24955 0.49
H -1.18954 -0.31849 -0.03592 0.49
H 1.96694 0.65665 -0.40356 0.52
H -2.58471 2.26796 1.59801 0.45
H 0.41048 1.92282 2.58639 0.51
O 0.94896 1.57075 0.06905 -1.24
O -0.14088 1.55538 3.28695 -0.99
O 0.47326 -1.78409 0.20451 -1.05
H 0.32866 -3.72163 0.02024 0.50
H 0.96770 -0.25156 1.61862 0.51
H 3.11123 -0.67803 -0.32484 0.46
H -2.16349 1.15627 -2.29654 0.49
O 1.02084 -0.86750 2.35592 -1.00
H 1.26814 2.47440 0.01637 0.44
O -1.53801 1.65336 -2.82476 -0.96
H 1.18380 -1.19273 -0.11276 0.51
O -1.34582 0.51205 -0.49489 -1.07
O -2.88373 2.59035 0.74432 -0.97
H -0.53058 1.11122 -0.45875 0.53
H -1.07627 1.47672 3.10594 0.47
H 0.60480 -0.47402 3.13255 0.49
H -2.39150 1.98850 0.13926 0.50
H 0.44099 -2.14654 1.08611 0.50

---

Number 1: E -101525.8158 eV. Number 2: E -10336.7892 eV. Number 3: E -20785.2602 eV.